C17H63BIO17PSSi2 as an isolated structure in a non-equilibrium geometry. Source: the Open Molecules 2025 dataset; level of theory: ωB97M-V with the def2-TZVPD basis set.

Last column: Löwdin charge in e.
Geometry (Å):
C1 -1.237 3.217 -3.207  -0.06
C2 0.048 3.203 -3.575  -0.23
Si1 1.106 1.719 -3.207  0.57
O1 0.208 0.811 -2.080  -0.42
Si2 0.403 -0.742 -1.747  -0.13
I1 2.622 -1.648 -2.235  0.60
P1 -1.151 -2.017 -2.757  0.74
C3 -0.266 -3.413 -3.540  -0.36
O2 -1.982 -2.746 -1.540  -0.36
S1 0.027 -0.800 0.451  0.49
C4 0.601 -2.303 1.179  -0.16
O3 0.734 0.331 1.031  -0.39
O4 -1.419 -0.754 0.596  -0.38
B1 2.797 2.442 -2.350  -0.54
C5 2.889 2.739 -0.829  -0.03
O5 3.875 2.686 -3.191  0.05
H1 -1.872 4.084 -3.320  0.06
H2 -1.698 2.355 -2.750  0.03
H3 0.483 4.071 -4.055  0.06
H4 1.358 0.902 -4.420  0.00
H5 0.452 -3.054 -4.269  0.02
H6 0.240 -4.053 -2.819  0.01
H7 -1.023 -4.009 -4.043  0.03
H8 -2.898 -2.823 -1.821  0.05
H9 -0.024 -2.439 2.057  0.08
H10 0.515 -3.144 0.502  0.04
H11 1.627 -2.155 1.497  0.07
H12 1.939 2.630 -0.311  0.04
H13 3.584 2.017 -0.392  0.07
H14 3.298 3.731 -0.644  0.08
H15 4.429 1.911 -3.312  0.10
C6 -4.598 0.141 -1.662  -0.15
O6 -3.197 -0.025 -1.854  -0.19
H16 -5.111 -0.057 -2.604  0.08
H17 -4.958 -0.559 -0.908  0.07
H18 -4.823 1.158 -1.340  0.09
H19 -2.785 0.143 -0.996  0.05
C7 -0.485 -6.144 0.589  -0.13
O7 0.354 -5.408 -0.306  -0.15
H20 -0.337 -5.730 1.583  0.08
H21 -1.536 -6.043 0.312  0.08
H22 -0.218 -7.203 0.601  0.08
H23 0.223 -5.767 -1.187  0.08
C8 -5.147 2.170 -4.255  -0.14
O8 -3.788 1.878 -3.939  -0.14
H24 -5.240 3.250 -4.346  0.08
H25 -5.439 1.710 -5.204  0.08
H26 -5.817 1.819 -3.474  0.03
H27 -3.698 0.925 -3.851  0.05
C9 -0.892 3.774 1.123  -0.14
O9 -0.277 4.843 0.402  -0.13
H28 -0.685 3.913 2.182  0.07
H29 -1.973 3.782 0.970  0.07
H30 -0.484 2.809 0.810  0.06
H31 -0.470 4.698 -0.529  0.06
C10 -4.430 1.320 2.409  -0.14
O10 -4.601 0.429 1.308  -0.14
H32 -5.039 2.198 2.213  0.06
H33 -4.759 0.863 3.346  0.08
H34 -3.388 1.632 2.508  0.07
H35 -4.056 -0.346 1.474  0.07
C11 3.073 1.068 3.514  -0.16
O11 3.385 0.933 2.134  -0.14
H36 3.955 1.468 4.008  0.08
H37 2.243 1.766 3.650  0.08
H38 2.814 0.109 3.974  0.08
H39 2.596 0.598 1.691  0.02
C12 -8.381 1.114 -2.065  -0.15
O12 -8.136 1.341 -3.451  -0.13
H40 -7.582 1.602 -1.512  0.07
H41 -9.337 1.543 -1.753  0.08
H42 -8.372 0.047 -1.826  0.08
H43 -8.836 0.914 -3.949  0.08
C13 -4.518 5.371 2.153  -0.15
O13 -3.828 4.329 2.834  -0.14
H44 -5.435 4.944 1.755  0.08
H45 -4.776 6.190 2.829  0.08
H46 -3.924 5.766 1.323  0.08
H47 -3.015 4.702 3.184  0.07
C14 3.894 -6.528 1.362  -0.15
O14 3.196 -5.472 0.711  -0.14
H48 4.763 -6.097 1.853  0.06
H49 3.269 -7.015 2.116  0.08
H50 4.238 -7.280 0.647  0.08
H51 2.422 -5.847 0.275  0.04
C15 2.668 5.065 3.119  -0.15
O15 3.722 4.149 3.387  -0.13
H52 2.792 5.910 3.793  0.08
H53 2.702 5.429 2.089  0.08
H54 1.689 4.611 3.302  0.07
H55 3.614 3.405 2.786  0.04
C16 6.888 -4.907 3.993  -0.17
O16 7.759 -5.353 2.965  -0.13
H56 7.043 -5.553 4.854  0.08
H57 7.106 -3.875 4.285  0.08
H58 5.839 -4.973 3.690  0.06
H59 7.624 -4.781 2.200  0.04
C17 7.768 -2.057 0.692  -0.14
O17 7.040 -3.267 0.479  -0.13
H60 8.817 -2.323 0.787  0.08
H61 7.651 -1.372 -0.151  0.08
H62 7.444 -1.553 1.606  0.08
H63 6.111 -3.038 0.394  0.07

Output
- Gap between HOMO and LUMO: 8.5035 eV
- Molar mass: 796.6 g mol⁻¹

***

A 17-piece molecular cluster, C17H68O17 overall in a non-equilibrium geometry. Source: the Open Molecules 2025 dataset; level of theory: ωB97M-V with the def2-TZVPD basis set.

Last column: Löwdin charge in e.
Geometry (Å):
C1 -12.079 -16.492 10.564  -0.14
O1 -11.660 -16.989 9.286  -0.15
H1 -12.492 -17.217 11.238  0.07
H2 -11.175 -16.277 11.119  0.06
H3 -12.699 -15.566 10.415  0.09
H4 -12.085 -17.860 9.174  0.02
C2 -15.213 -10.883 11.844  -0.09
O2 -16.541 -11.390 11.321  -0.16
H5 -14.503 -10.898 11.007  0.06
H6 -15.258 -9.882 12.242  0.06
H7 -14.886 -11.488 12.683  0.07
H8 -16.533 -12.365 11.293  0.07
C3 -15.674 -17.093 9.954  -0.10
O3 -15.420 -18.024 8.858  -0.15
H9 -15.567 -17.598 10.904  0.08
H10 -14.951 -16.341 9.934  0.04
H11 -16.696 -16.642 9.930  0.09
H12 -14.907 -17.492 8.220  0.04
C4 -15.709 -16.575 2.159  -0.20
O4 -16.290 -15.400 2.592  -0.14
H13 -14.776 -16.825 2.728  0.08
H14 -16.383 -17.418 2.050  0.08
H15 -15.270 -16.266 1.252  0.06
H16 -16.344 -15.440 3.569  0.04
C5 -11.022 -11.250 3.872  -0.17
O5 -10.606 -10.360 4.866  -0.14
H17 -11.402 -12.185 4.378  0.08
H18 -11.793 -10.840 3.283  0.05
H19 -10.156 -11.476 3.257  0.08
H20 -10.922 -10.657 5.779  0.08
C6 -11.987 -7.102 7.487  -0.11
O6 -11.969 -8.384 6.862  -0.14
H21 -11.488 -7.273 8.518  0.11
H22 -11.483 -6.348 6.976  0.06
H23 -12.986 -6.775 7.699  0.07
H24 -11.849 -8.294 5.912  0.09
C7 -12.877 -20.700 9.591  -0.10
O7 -13.082 -19.378 9.010  -0.18
H25 -12.586 -21.415 8.795  0.08
H26 -12.000 -20.754 10.259  0.09
H27 -13.798 -21.018 10.024  0.07
H28 -14.068 -19.186 9.033  0.07
C8 -14.271 -10.531 7.730  -0.09
O8 -13.520 -10.522 6.455  -0.17
H29 -13.635 -10.138 8.507  0.07
H30 -15.208 -9.968 7.701  0.08
H31 -14.486 -11.620 7.956  0.09
H32 -12.821 -9.886 6.679  0.01
C9 -9.161 -18.447 6.886  -0.13
O9 -10.240 -19.203 7.475  -0.13
H33 -8.656 -17.898 7.684  0.08
H34 -8.491 -19.182 6.439  0.07
H35 -9.502 -17.763 6.060  0.07
H36 -10.725 -18.535 7.940  0.00
C10 -12.815 -17.887 6.115  -0.12
O10 -13.808 -17.069 6.674  -0.15
H37 -12.944 -18.091 5.029  0.10
H38 -11.859 -17.414 6.107  0.05
H39 -12.757 -18.820 6.667  0.07
H40 -13.448 -16.170 6.547  0.04
C11 -16.776 -16.158 6.432  -0.14
O11 -16.023 -16.047 5.239  -0.15
H41 -16.257 -15.712 7.297  0.07
H42 -17.662 -15.503 6.282  0.10
H43 -17.023 -17.159 6.690  0.07
H44 -15.221 -16.622 5.393  0.08
C12 -9.867 -13.382 10.463  -0.13
O12 -11.177 -12.784 10.408  -0.11
H45 -10.081 -14.432 10.547  0.05
H46 -9.273 -13.136 9.495  0.10
H47 -9.145 -13.086 11.209  0.07
H48 -11.071 -12.152 9.741  -0.01
C13 -13.866 -12.981 3.368  -0.13
O13 -13.631 -12.718 4.735  -0.17
H49 -13.267 -12.248 2.753  0.08
H50 -13.521 -13.966 3.146  0.07
H51 -14.941 -12.891 3.000  0.10
H52 -13.891 -11.822 5.060  0.08
C14 -12.150 -14.059 7.694  -0.04
O14 -12.686 -14.668 6.469  -0.16
H53 -11.158 -13.620 7.578  0.07
H54 -12.849 -13.322 8.001  0.07
H55 -12.189 -14.834 8.499  0.08
H56 -13.011 -13.953 5.857  0.08
C15 -7.959 -12.702 5.972  -0.11
O15 -9.261 -13.061 6.413  -0.19
H57 -7.219 -13.328 6.524  0.10
H58 -7.861 -12.857 4.889  0.09
H59 -7.748 -11.682 6.312  0.08
H60 -9.342 -14.036 6.318  0.05
C16 -9.331 -10.258 8.264  -0.19
O16 -10.259 -11.237 8.040  -0.16
H61 -9.790 -9.452 8.846  0.08
H62 -8.462 -10.720 8.749  0.09
H63 -8.921 -9.792 7.347  0.08
H64 -9.819 -11.920 7.477  0.03
C17 -10.007 -15.321 4.458  -0.14
O17 -10.139 -15.507 5.850  -0.16
H65 -10.848 -15.808 3.887  0.10
H66 -9.939 -14.296 4.079  0.07
H67 -9.136 -15.848 4.093  0.08
H68 -11.033 -15.220 6.123  0.04

Output
- Gap between HOMO and LUMO: 10.0417 eV
- Molar mass: 544.7 g mol⁻¹
- Energy above the lowest of the compared OMol25 structures with the same formula, charge and spin: 98.1 kJ/mol